C21H22ClN3O | ωB97M-V/def2-TZVPD

## Properties
energy above the lowest of the compared OMol25 structures with the same formula, charge and spin = 1309.7 kJ/mol
strongest force on any atom = 11.7 eV/Å
HOMO-LUMO gap = 7.892 eV
LUMO energy = 0.051 eV
molecular weight = 367.88 g mol⁻¹
energy = -41161.9267 eV

Atoms and positions in Å:
C -4.2126 -1.5051 -0.1806
C -2.6670 -1.3094 0.0799
C -1.6848 -1.9447 -0.5665
C -0.4299 -1.8930 -0.2605
C 0.5853 -2.7749 -0.9876
C 1.8085 -2.4397 -0.4621
C 2.0310 -1.4355 0.6002
N 1.1439 -0.6140 0.9103
C -0.1740 -0.8655 0.6359
C -1.0943 -0.1992 1.3603
C -2.5149 -0.1459 1.0827
C -3.6198 0.5394 1.6691
H -4.1149 0.8016 0.9465
H -4.1439 -0.1315 2.3805
H -3.0748 1.1432 2.3247
H -0.9053 0.5436 2.2331
N 3.4472 -1.1550 0.8191
H 4.0931 -1.4036 0.2382
C 3.8162 0.3592 1.3687
H 4.6201 0.1889 2.0994
H 2.8476 0.4395 2.0379
C 3.7053 1.5251 0.6010
N 2.5923 1.6926 -0.2422
C 1.6299 2.5878 0.1601
O 1.9600 3.6857 0.4174
C 0.3878 2.3576 -0.5639
C -0.1089 1.3095 -1.5836
C -1.4250 1.5482 -1.9434
C -2.4905 2.0854 -1.1167
C -1.9810 2.9379 -0.1433
C -0.6671 3.1836 0.0589
H -0.3742 3.7081 0.7685
H -2.7138 3.6047 0.3416
H -3.4741 1.9020 -1.5205
H -1.7899 0.6555 -2.7052
Cl 1.0024 0.7579 -2.5269
H 2.3065 0.7582 -0.9518
H 4.6476 1.2792 0.0110
H 3.9784 2.4049 1.0050
C 2.8747 -2.9901 -1.0427
H 3.6972 -2.5422 -1.5883
H 3.4762 -3.5071 -0.1341
H 2.4994 -3.9453 -1.7505
H 0.2632 -3.5010 -1.5357
H -2.2185 -2.7116 -1.3563
H -4.6770 -1.8699 0.6012
H -4.2865 -2.3852 -0.9821
H -4.5708 -0.7299 -0.6067

Atom charges from the Mulliken analysis, given in e for atoms 1 to 5: -1.9963, 1.2718, -1.1250, 1.0807, -2.3812


C21H22ClN3O6Ru | ωB97M-V/def2-TZVPD

## Properties
energy above the lowest of the compared OMol25 structures with the same formula, charge and spin = 0.7 kJ/mol
strongest force on any atom = 0.5 eV/Å
HOMO-LUMO gap (alpha / beta) = 8.386 / 6.028 eV
LUMO energy (alpha / beta) = -6.758 / -9.377 eV
2S+1 = 5
net charge = +2
molecular weight = 548.95 g mol⁻¹
energy = -53979.0188 eV
<S²> = 6.036

Atoms and positions in Å:
Ru 0.2156 -0.0777 0.2263
Cl -3.5088 -6.2984 0.1355
C -2.5209 -4.9697 -0.1779
C -2.3024 -4.5402 -1.5047
C -1.5271 -3.4490 -1.7393
C -0.9313 -2.7055 -0.6596
O -0.2690 -1.6633 -0.9578
C -1.1101 -3.2019 0.6899
C -0.4385 -2.6177 1.8505
O 0.3720 -1.6987 1.8037
C -1.9035 -4.2996 0.9008
H -2.7684 -5.0825 -2.3160
H -1.3509 -3.0813 -2.7416
H -0.6306 -3.1103 2.8111
H -2.0646 -4.6786 1.9026
O 0.8497 1.3540 1.5398
C 2.2657 1.4341 1.8337
C 3.0012 0.6956 0.7489
C 4.3761 0.7901 0.6454
C 5.0213 0.0928 -0.3654
C 4.2749 -0.6742 -1.2501
C 2.9076 -0.7247 -1.0893
N 2.2838 -0.0600 -0.1040
H 0.2910 1.7690 2.2116
H 2.4499 0.9793 2.8090
H 2.5565 2.4849 1.8530
H 4.9322 1.4046 1.3402
H 6.0963 0.1548 -0.4666
H 4.7425 -1.2204 -2.0558
H 2.2707 -1.2990 -1.7493
C -3.6243 2.2870 2.6309
C -4.5610 1.1175 2.3642
C -4.2021 0.3104 1.0931
C -5.1925 -0.8627 0.9254
C -4.9028 -1.7251 -0.2939
C -4.3647 1.2330 -0.1104
O -5.4124 1.7289 -0.4024
N -3.2216 1.5012 -0.8831
C -2.0002 1.0188 -0.5923
O -0.9679 1.2755 -1.2506
N -1.8031 0.2082 0.4765
C -2.8009 -0.2633 1.2837
O -2.5702 -1.0827 2.1532
H -3.9212 2.8123 3.5367
H -3.6389 3.0141 1.8163
H -2.5944 1.9483 2.7796
H -5.5836 1.4716 2.2322
H -4.5531 0.4196 3.2018
H -6.1906 -0.4306 0.8548
H -5.1490 -1.4565 1.8383
H -4.9864 -1.1580 -1.2233
H -5.6118 -2.5501 -0.3555
H -3.8976 -2.1530 -0.2433
H -3.3295 2.1235 -1.6765

Atom charges from the Mulliken analysis, given in e for atoms 1 to 5: 0.7610, -0.0704, 0.1896, -0.6034, -0.4865


C21H22ClN4O2Pd | ωB97M-V/def2-TZVPD

## Properties
energy above the lowest of the compared OMol25 structures with the same formula, charge and spin = 116.4 kJ/mol
strongest force on any atom = 1.7 eV/Å
HOMO-LUMO gap = 6.402 eV
LUMO energy = -4.204 eV
net charge = +1
molecular weight = 504.31 g mol⁻¹
energy = -48186.4369 eV

Atoms and positions in Å:
Pd 0.7782 1.4012 -0.1701
Cl 3.1084 -1.0910 6.2407
C 2.4029 -0.2736 4.8899
C 1.6133 0.8680 5.0949
C 1.0603 1.5258 4.0294
C 1.2665 1.1049 2.6966
O 0.6998 1.8102 1.7589
C 2.0747 -0.0527 2.4988
C 2.3662 -0.6298 1.2257
N 2.2237 -0.0693 0.0727
C 2.4335 -0.7439 -1.1551
C 3.1521 -1.9026 -1.3101
C 3.2480 -2.5278 -2.5680
C 2.6638 -1.9766 -3.6725
C 1.9694 -0.7509 -3.5614
C 1.3928 -0.0831 -4.6647
C 0.7618 1.1159 -4.4843
C 0.6814 1.6509 -3.1912
N 1.1974 1.0481 -2.1453
C 1.8503 -0.1430 -2.2979
C 2.6046 -0.7313 3.6214
H 1.4361 1.2174 6.1032
H 0.4421 2.4013 4.1746
H 2.7410 -1.6521 1.2626
H 3.6669 -2.3409 -0.4660
H 3.7971 -3.4555 -2.6513
H 2.7328 -2.4598 -4.6381
H 1.4678 -0.5254 -5.6501
H 0.3285 1.6584 -5.3114
H 0.2008 2.6050 -3.0128
H 3.2066 -1.6187 3.4686
C -4.2315 1.4356 0.8946
N -3.1762 1.3718 -0.1075
C -2.9193 2.6056 -0.8313
C -2.2858 0.3639 -0.1855
O -1.2175 0.4809 -0.8304
N -2.5672 -0.8003 0.4898
C -3.8177 -1.5117 0.2397
C -1.4331 -1.6761 0.7407
H -4.2612 2.4448 1.3051
H -4.0248 0.7395 1.7024
H -5.2099 1.2141 0.4654
H -3.8560 3.0009 -1.2220
H -2.2469 2.4090 -1.6600
H -2.4706 3.3503 -0.1676
H -4.5779 -0.8368 -0.1392
H -4.1797 -1.9724 1.1590
H -3.6591 -2.2975 -0.5050
H -0.5738 -1.0818 1.0439
H -1.1641 -2.2723 -0.1375
H -1.6968 -2.3468 1.5578

Atom charges from the Mulliken analysis, given in e for atoms 1 to 5: 0.4337, -0.2034, -0.0010, -0.4821, -0.6646